# 1
Entry from the Open Molecules 2025 dataset: C35H41GeN4S2Sb2Sn as an isolated structure at a distorted geometry (ωB97M-V/def2-TZVPD).

The value obtained for the HOMO-LUMO gap (alpha / beta) is 3.3 / 3.0 eV. As for the energy above the lowest of the compared OMol25 structures with the same formula, charge and spin: 347.3 kJ/mol. The calculation puts the total energy at -139967.670 eV. The HOMO energy (alpha / beta) comes out at -16.51 / -16.56 eV. Its LUMO energy (alpha / beta) is -0.4852 / -0.4969 Eh. As for the spin multiplicity: 2. Its charge is +4.

Each line ends with the Mulliken charge.
Positions of all 86 atoms, in Å:
Sn -0.37962 -5.66637 -20.21380  0.358
C -1.62479 -4.46393 -24.71057  -1.156
Sb -0.17812 -3.80257 -23.20026  0.685
C 0.37500 -1.87670 -24.08375  -1.111
C 1.49638 -5.28531 -23.97997  -1.834
C 2.44329 -5.67316 -22.95323  1.170
C 3.72532 -5.07409 -23.01266  -0.916
C 4.90853 -5.52133 -22.48300  -0.699
C 5.15949 -6.60753 -21.63650  -0.859
C 4.25529 -7.46906 -21.04843  -0.484
C 2.87070 -7.54175 -21.11077  0.266
C 2.31111 -8.54793 -20.16883  -1.288
Sb 0.95096 -7.61227 -18.44180  0.665
C 2.38743 -7.34434 -16.76971  -1.119
C -0.08421 -9.56816 -18.20724  -1.286
H -1.76516 -3.62003 -25.38554  0.414
H -2.57697 -4.85332 -24.33001  0.329
H -1.13475 -5.25769 -25.27229  0.350
H -0.16093 -1.80571 -25.03289  0.367
H 1.45401 -1.78735 -24.28911  0.357
H -0.00847 -1.08976 -23.41292  0.361
H 1.91711 -4.65588 -24.76633  0.769
H 0.89454 -6.04212 -24.48039  0.264
H 3.84117 -4.25220 -23.68889  0.511
H 5.77450 -4.97414 -22.89537  0.395
H 6.20307 -6.85324 -21.44174  0.409
H 4.73261 -8.15829 -20.36804  0.425
H 3.08891 -9.03267 -19.55554  0.729
H 1.68614 -9.33110 -20.62432  0.187
H 1.98216 -8.00519 -15.98673  0.394
H 2.28029 -6.30589 -16.44624  0.307
H 3.40232 -7.65333 -16.99026  0.437
H 0.64559 -10.36250 -17.96413  0.458
H -0.62342 -9.83091 -19.11491  0.382
H -0.78624 -9.47015 -17.38481  0.431
N -4.07635 -7.13271 -20.03401  -0.179
C -3.29931 -7.54345 -21.06105  0.260
N -1.99824 -7.26214 -21.14980  0.336
C -1.47291 -7.88309 -22.29855  -0.333
C -2.39021 -8.65427 -23.00350  -0.546
S -3.97189 -8.50942 -22.37520  -0.043
C -0.04088 -7.73364 -22.52741  0.556
C 0.59569 -8.55367 -23.49748  -0.479
S 1.63401 -9.78946 -23.12383  0.004
C 2.01191 -6.40746 -21.68529  1.076
N 0.57016 -6.76544 -21.76942  -0.177
N 2.04620 -5.33491 -20.59424  -0.245
H -3.75164 -6.44071 -19.37273  -0.179
H -5.05042 -7.39038 -20.00846  0.240
H -2.23254 -9.31791 -23.82120  0.584
H 0.33929 -8.34756 -24.57899  0.341
H 2.26089 -4.38181 -20.88313  0.335
H 2.71857 -5.56589 -19.83769  0.335
C -4.53879 -2.83462 -19.06502  -1.161
Ge -2.82779 -3.58091 -18.33567  0.911
C -3.68427 -4.97168 -17.08913  0.266
C -3.34122 -6.30435 -16.90795  -0.055
C -4.17860 -7.22673 -16.28780  -0.624
C -5.35725 -6.78546 -15.67284  -0.645
C -5.69832 -5.45499 -15.78130  -0.756
C -4.84188 -4.56549 -16.43272  -0.342
C -1.99227 -2.38158 -16.85290  -0.028
C -2.39984 -1.05435 -16.87202  -0.456
C -1.82991 -0.07878 -16.01405  -0.744
C -0.74236 -0.36525 -15.21029  -0.600
C -0.14629 -1.66170 -15.24682  0.218
C 1.03024 -1.98422 -14.54469  -0.415
C 1.41280 -3.27636 -14.31763  -0.809
C 0.55373 -4.28965 -14.69284  -0.755
C -0.57547 -4.07622 -15.46334  0.062
C -0.95378 -2.75810 -15.86537  0.496
H -4.91859 -2.22117 -18.24247  0.468
H -5.28753 -3.65852 -19.19137  0.391
H -4.45692 -2.25825 -19.99725  0.394
H -2.41327 -6.72019 -17.37977  0.481
H -3.91449 -8.28166 -16.33244  0.419
H -6.10209 -7.45907 -15.29564  0.414
H -6.60714 -5.10258 -15.36083  0.481
H -5.11477 -3.51349 -16.38826  0.370
H -3.17135 -0.75234 -17.55998  0.439
H -2.21921 0.92935 -16.08128  0.451
H -0.27195 0.36773 -14.54740  0.479
H 1.59815 -1.11691 -14.17395  0.436
H 2.33727 -3.50120 -13.76145  0.446
H 0.75732 -5.32220 -14.40821  0.670
H -1.15559 -4.93076 -15.75229  0.542

Force components x, y, z for each atom (eV/Å):
-0.83 0.84 0.37
0.32 0.04 0.33
0.33 -0.83 -0.90
-0.19 -0.22 0.15
-1.62 1.57 0.00
2.59 0.88 0.06
-3.42 -1.23 -0.60
2.55 -1.31 1.62
1.07 2.21 -1.89
-2.00 -0.33 0.33
1.65 0.25 0.53
-1.27 0.42 1.00
1.17 -2.57 -1.13
-1.52 -0.18 0.14
0.49 0.54 0.63
-0.24 -0.07 0.09
0.28 0.36 0.03
0.03 -0.02 -0.04
0.04 -0.09 0.10
-0.45 -0.04 0.37
0.44 -0.30 -0.28
0.32 -0.28 0.14
0.01 -0.19 0.33
-0.17 0.14 -0.66
-0.27 -0.45 0.61
-0.17 0.30 -0.06
-0.11 -0.43 -0.12
-0.29 0.24 -0.43
-0.08 0.50 0.40
0.17 0.25 -0.23
0.35 -0.20 -0.07
0.03 0.15 -0.39
-0.19 0.58 -0.15
0.12 0.26 -0.13
-0.08 -0.11 0.06
0.32 -0.19 -0.89
-0.09 0.68 0.78
-0.59 -0.17 -0.68
-0.57 -0.65 0.12
0.91 0.99 0.79
0.81 0.26 0.74
0.25 3.18 2.96
2.23 -2.33 -2.06
-1.51 1.65 -0.77
0.78 0.04 -0.24
-1.23 -2.66 -1.22
-1.07 -0.27 1.18
-0.03 -0.24 0.04
-0.01 0.05 0.09
0.28 -0.17 -0.60
0.17 -0.25 1.11
0.06 -0.26 -0.54
-0.46 -0.02 -0.75
-0.01 -0.29 -1.01
-1.38 -0.61 3.12
0.64 -0.25 -0.23
1.09 -1.11 -1.20
-0.13 0.15 0.46
0.12 -0.33 -1.24
1.21 0.21 -0.09
-0.57 0.98 0.00
0.99 -0.35 -0.02
0.48 0.29 0.58
-1.22 -0.27 -1.09
1.88 -1.21 0.36
-2.64 -0.87 -0.65
-0.06 1.85 0.21
0.78 -0.88 0.77
0.70 -0.75 0.38
-0.97 1.98 -1.27
1.23 0.15 -0.05
0.26 0.17 -0.08
1.00 0.46 0.03
-0.06 -0.09 0.47
-0.74 0.42 0.31
-0.06 0.21 0.29
0.09 -0.42 0.41
-0.58 0.36 0.36
-0.12 -0.10 -0.25
-0.06 0.27 -0.14
0.01 0.03 0.19
-0.31 0.03 -0.39
-0.04 -0.62 -0.05
-0.59 0.16 -0.34
0.13 0.28 0.04
-0.42 -0.19 -0.15

---

# 2
Entry from the Open Molecules 2025 dataset: C25H33O2Si2 as an isolated structure at a distorted geometry (ωB97M-V/def2-TZVPD).

The value obtained for the HOMO-LUMO gap is 5.1 eV. The calculation puts the total energy at -46305.025 eV. The HOMO energy comes out at -11.08 eV. Its LUMO energy is -0.2183 Eh. As for the spin multiplicity: 1. Its charge is +1.

Each line ends with the Mulliken charge.
Positions of all 62 atoms, in Å:
C -5.75196 -11.32291 -4.11724  -1.161
Si -4.19591 -10.27343 -4.26927  0.550
C -4.25570 -9.54961 -6.00070  -1.190
H -4.25980 -8.78489 -2.90648  -1.119
O -2.99341 -11.34962 -4.32454  -0.383
Si -1.64441 -11.37060 -3.44655  0.580
C -0.66353 -12.87635 -3.93854  -1.121
C -0.60709 -9.84027 -3.73801  -0.887
C -2.12362 -11.49680 -1.63463  -0.669
H -6.65628 -10.72065 -4.25752  0.368
H -5.86477 -12.13049 -4.84737  0.363
H -5.90760 -11.81480 -3.15008  0.360
H -5.08292 -8.84206 -6.10215  0.359
H -3.37153 -8.96262 -6.26771  0.386
H -4.38606 -10.22897 -6.85438  0.368
H 0.27886 -13.00353 -3.39234  0.321
H -1.31032 -13.75612 -3.77535  0.287
H -0.45906 -12.82179 -5.01992  0.302
H 0.22607 -9.77402 -3.00965  0.340
H -0.17109 -9.88618 -4.74844  0.365
H -1.19450 -8.91435 -3.66681  0.245
H -1.27782 -11.32445 -0.93874  0.253
H -2.91699 -10.78233 -1.36566  0.112
H -2.51057 -12.51314 -1.46724  0.380
C -1.00459 -9.23738 2.73414  -1.482
C -1.74293 -8.80448 1.53113  1.026
C -1.06936 -8.45147 0.37295  -1.123
C -1.79157 -8.04879 -0.77730  -0.545
C -3.17300 -8.14753 -0.81400  0.689
C -3.91366 -7.96931 -2.17194  1.132
C -5.08271 -6.93578 -1.97779  0.629
C -5.38534 -6.10668 -0.86873  -0.594
C -6.50708 -5.28009 -0.84603  -0.429
C -7.36686 -5.22092 -1.95031  0.694
O -8.50251 -4.42111 -2.00097  -0.508
C -8.42074 -3.09175 -1.50713  0.339
C -8.41140 -2.06307 -2.45637  -0.408
C -8.30846 -0.73823 -1.99610  -0.365
C -8.24955 -0.45808 -0.63276  -0.558
C -8.31568 -1.49735 0.28835  -0.528
C -8.40032 -2.83318 -0.14510  -0.215
C -7.06955 -6.05151 -3.04650  -0.762
C -5.91829 -6.81546 -3.06556  -0.477
C -3.84053 -8.40740 0.39256  -0.362
C -3.12101 -8.78350 1.56055  -0.943
H -1.53983 -9.00095 3.67230  0.383
H -0.87420 -10.33620 2.69361  0.272
H -0.00253 -8.78224 2.78400  0.385
H 0.02675 -8.54490 0.38851  0.360
H -1.19089 -7.83326 -1.66975  0.402
H -3.09606 -7.32821 -2.81990  0.451
H -4.81135 -6.14216 0.06751  0.457
H -6.77535 -4.68350 0.05667  0.085
H -8.48620 -2.27666 -3.53047  0.399
H -8.30315 0.08211 -2.71377  0.362
H -8.19659 0.57540 -0.28453  0.372
H -8.33245 -1.29698 1.35643  0.378
H -8.45298 -3.66274 0.57208  0.445
H -7.79279 -6.13109 -3.88024  0.383
H -5.70869 -7.47432 -3.90503  0.341
H -4.94168 -8.48793 0.42556  0.506
H -3.63854 -9.11119 2.46171  0.399

Force components x, y, z for each atom (eV/Å):
-1.11 0.67 1.58
-1.44 -3.00 -3.50
0.20 2.07 0.09
0.01 -0.68 0.39
-1.59 1.30 -0.03
3.56 -0.67 2.21
-0.61 -0.08 -0.40
0.00 0.10 -0.23
-0.09 -0.05 -0.04
0.15 0.21 0.05
0.94 0.26 -0.32
0.24 0.16 0.00
-0.08 0.05 0.16
0.08 -0.03 0.20
0.04 -0.70 0.86
-0.27 0.08 -0.11
0.39 0.15 -0.03
0.11 -0.12 0.32
-0.48 -0.09 -0.34
-0.08 0.12 0.27
0.16 -0.05 -0.02
-0.41 -0.08 -0.46
0.13 -0.11 0.09
0.04 0.25 0.11
0.71 -0.59 0.92
0.05 0.15 0.02
-0.31 0.55 -0.80
1.73 -1.17 0.40
-0.80 -0.66 -0.85
2.55 5.44 1.31
0.12 -0.41 -0.18
0.35 -0.71 0.59
-0.42 0.49 0.13
0.17 0.07 -0.15
0.68 -0.18 0.13
0.16 -0.33 -0.58
0.12 0.38 0.39
-0.16 -0.46 -0.27
-0.13 -0.04 0.08
-0.10 -0.60 -0.11
0.02 0.34 0.22
-1.02 0.49 -0.52
-0.77 -0.51 -0.03
-0.24 -1.48 0.82
-1.23 0.65 -1.50
0.23 -0.10 -0.50
0.04 0.43 0.17
-0.36 -0.20 0.01
-0.55 0.40 -0.28
-0.49 0.04 0.25
-1.94 -1.97 1.06
-0.05 -0.02 -0.68
0.66 -0.65 -0.90
0.09 -0.03 0.60
0.03 -0.25 0.15
0.02 -0.34 -0.14
0.08 0.04 -0.19
-0.11 0.51 -0.34
0.58 0.34 0.52
-0.27 0.19 -0.24
0.70 0.12 -0.14
-0.04 0.29 -0.25

---

# 3
Entry from the Open Molecules 2025 dataset: an isolated ion of composition CHF2OS2 and charge -1 at a distorted geometry (ωB97M-V/def2-TZVPD).

The value obtained for the HOMO-LUMO gap is 7.7 eV. As for the energy above the lowest of the compared OMol25 structures with the same formula, charge and spin: 169.0 kJ/mol. The calculation puts the total energy at -30205.555 eV. The HOMO energy comes out at -3.92 eV. Its LUMO energy is 0.1389 Eh. As for the spin multiplicity: 1. Its charge is -1.

Each line ends with the Mulliken charge.
Positions of all 7 atoms, in Å:
C -0.38109 -0.44871 -0.59623  0.287
O -1.63026 2.08856 -0.32547  -0.723
F 0.29073 -0.38721 -1.77264  -0.231
F -0.42267 -1.76375 -0.28066  -0.225
S -3.14573 -0.52481 0.59486  -0.472
S -2.11844 0.29912 -0.81570  0.209
H 0.17063 0.09956 0.17116  0.155

Force components x, y, z for each atom (eV/Å):
-0.43 0.32 0.19
-1.02 -4.96 -1.41
0.03 0.29 -0.30
-0.20 -0.10 0.11
-0.45 -0.42 0.61
2.31 4.78 0.84
-0.24 0.10 -0.04